{
  "formula": "C32H96As2F12N8O8",
  "method": "the ωB97M-V functional and the def2-TZVPD basis",
  "species": ["C", "C", "C", "O", "C", "N", "H", "H", "H", "H", "H", "H", "H", "H", "H", "H", "H", "H", "C", "C", "C", "O", "C", "N", "H", "H", "H", "H", "H", "H", "H", "H", "H", "H", "H", "H", "C", "C", "C", "O", "C", "N", "H", "H", "H", "H", "H", "H", "H", "H", "H", "H", "H", "H", "C", "C", "C", "O", "C", "N", "H", "H", "H", "H", "H", "H", "H", "H", "H", "H", "H", "H", "C", "C", "C", "O", "C", "N", "H", "H", "H", "H", "H", "H", "H", "H", "H", "H", "H", "H", "C", "C", "C", "O", "C", "N", "H", "H", "H", "H", "H", "H", "H", "H", "H", "H", "H", "H", "C", "C", "C", "O", "C", "N", "H", "H", "H", "H", "H", "H", "H", "H", "H", "H", "H", "H", "C", "C", "C", "O", "C", "N", "H", "H", "H", "H", "H", "H", "H", "H", "H", "H", "H", "H", "As", "F", "F", "F", "F", "F", "F", "As", "F", "F", "F", "F", "F", "F"],
  "positions_angstrom": [[-3.27285, 10.08057, 1.66033], [-2.37457, 8.83533, 1.41621], [-1.48598, 8.54313, 2.60168], [-0.93441, 7.20530, 2.35924], [0.00063, 6.71442, 3.29399], [-3.30908, 7.62796, 1.18092], [-2.81173, 6.74892, 1.18658], [-3.97105, 7.50504, 1.93377], [-3.79010, 7.68729, 0.29481], [-3.77806, 10.05876, 2.62593], [-4.04923, 10.21383, 0.90696], [-2.63716, 10.96182, 1.57432], [-1.79728, 8.83839, 0.49164], [-2.04811, 8.47189, 3.53283], [-0.79767, 9.35781, 2.82665], [0.08225, 7.40501, 4.13335], [0.95340, 6.65824, 2.76753], [-0.24897, 5.73729, 3.70753], [-4.89641, 0.99421, -9.51320], [-5.44963, 0.68682, -8.14791], [-5.12400, -0.66229, -7.71590], [-5.37694, -0.84848, -6.32802], [-4.80538, -2.02555, -5.73751], [-4.80801, 1.78525, -7.29221], [-4.81260, 1.72052, -6.28430], [-3.86233, 1.86616, -7.63752], [-5.31927, 2.65389, -7.35697], [-5.13666, 0.23410, -10.25658], [-3.81201, 0.91340, -9.58846], [-5.28722, 1.93255, -9.90674], [-6.52913, 0.75578, -8.28213], [-4.04711, -0.78597, -7.83038], [-5.47332, -1.58408, -8.18106], [-3.77931, -2.15750, -6.08080], [-5.34556, -2.82042, -6.25179], [-5.01210, -2.16810, -4.67682], [-7.55647, 1.67992, -1.10982], [-8.59421, 1.93176, -2.33182], [-9.92002, 1.09543, -2.54746], [-10.78180, 1.53104, -3.53356], [-11.55798, 0.55415, -4.29842], [-8.95503, 3.34035, -2.29454], [-9.04579, 3.81591, -1.40814], [-8.23319, 3.86877, -2.76340], [-9.86273, 3.56836, -2.67427], [-7.08727, 0.70450, -1.23832], [-7.86944, 1.71325, -0.06625], [-6.76922, 2.43052, -1.03955], [-8.12482, 1.80558, -3.30745], [-10.29135, 1.09812, -1.52266], [-9.66315, 0.03636, -2.56958], [-12.30890, 0.90347, -5.00708], [-12.14480, -0.10738, -3.66115], [-10.78332, -0.11232, -4.67767], [4.50869, -8.76439, 9.84353], [3.14941, -8.15600, 9.31044], [3.25638, -7.30468, 8.02482], [1.92426, -6.93895, 7.69443], [1.73436, -5.86949, 6.80958], [2.18756, -9.31382, 9.08671], [2.43554, -9.95006, 8.34254], [2.14516, -9.92005, 9.89342], [1.28586, -8.95046, 8.81282], [5.28152, -8.02581, 10.05649], [5.02811, -9.37219, 9.10266], [4.41612, -9.35653, 10.75397], [2.79037, -7.59956, 10.17621], [3.80973, -8.00838, 7.40295], [3.90248, -6.46819, 8.29117], [2.48706, -5.92406, 6.02310], [1.87412, -4.83833, 7.13405], [0.69924, -5.84161, 6.46921], [8.40978, -3.03615, 3.88979], [6.97410, -2.89399, 4.49395], [6.89064, -2.06384, 5.76641], [5.61510, -2.17042, 6.34492], [4.86432, -0.96927, 6.37928], [5.98216, -2.35343, 3.35826], [6.07735, -2.80409, 2.45940], [5.09949, -2.35986, 3.84914], [6.24568, -1.38399, 3.25414], [8.45416, -3.60161, 2.95900], [9.20808, -3.48137, 4.48357], [8.90384, -2.18848, 3.41498], [6.61720, -3.91640, 4.61808], [7.14271, -1.00967, 5.65111], [7.67343, -2.39500, 6.44881], [4.03552, -1.07014, 7.07999], [4.46003, -0.75659, 5.38962], [5.35037, -0.04110, 6.67989], [-6.92719, -6.36784, 4.57156], [-6.01875, -6.89940, 3.48929], [-4.53726, -6.66481, 3.61604], [-3.57888, -7.29946, 2.81599], [-3.25393, -6.39251, 1.70040], [-6.22308, -8.45707, 3.32332], [-5.70832, -8.81837, 2.53301], [-6.02419, -8.89129, 4.21326], [-7.17165, -8.68128, 3.05867], [-6.89448, -5.27968, 4.62577], [-6.56330, -6.48161, 5.59271], [-7.97381, -6.66411, 4.64175], [-6.26760, -6.45489, 2.52566], [-4.33186, -7.04078, 4.61832], [-4.44763, -5.60593, 3.85858], [-2.42902, -6.86762, 1.16947], [-2.86603, -5.42509, 2.01934], [-3.90890, -6.12678, 0.87063], [4.89002, -2.52005, -5.26774], [6.29025, -1.92946, -5.28382], [6.40899, -0.60565, -4.59630], [7.65735, 0.19351, -4.77019], [7.97037, 0.65711, -6.09348], [7.25077, -2.93442, -4.65817], [8.12116, -2.44186, -4.51709], [6.88465, -3.22718, -3.76355], [7.37741, -3.80543, -5.15355], [4.44303, -2.45781, -4.27556], [4.87667, -3.50628, -5.73171], [4.29741, -1.83685, -5.87614], [6.71083, -1.97624, -6.28832], [6.30229, -0.62184, -3.51165], [5.55049, -0.07140, -5.00330], [8.41716, -0.17513, -6.63739], [8.67706, 1.48587, -6.13635], [7.15410, 0.87520, -6.78214], [2.83792, 5.28150, -3.24632], [1.84158, 6.43335, -3.50140], [2.44722, 7.57599, -4.46276], [2.73384, 6.98929, -5.73636], [3.81565, 7.68236, -6.39369], [0.58180, 5.72889, -4.07506], [0.17777, 5.19203, -3.32097], [-0.09859, 6.36256, -4.46958], [0.85012, 5.12205, -4.83653], [3.16383, 4.64813, -4.07138], [2.33098, 4.68169, -2.49046], [3.73548, 5.67901, -2.77252], [1.40193, 6.86177, -2.60071], [3.26012, 8.06331, -3.92441], [1.74082, 8.39339, -4.60749], [4.70945, 7.07167, -6.52120], [4.14577, 8.52955, -5.79254], [3.48745, 7.97678, -7.39054], [8.15207, 4.53743, 2.34198], [9.20878, 4.20907, 1.09176], [9.35299, 5.75818, 3.03370], [7.06999, 4.83821, 3.66383], [6.94748, 3.38554, 1.69399], [8.84182, 3.22017, 3.30233], [7.40897, 5.87510, 1.40526], [-0.07301, -0.06710, 0.51499], [-1.64616, -0.97555, 0.10446], [0.25991, 0.30440, -1.16852], [1.46519, 0.68832, 1.09903], [-0.36577, -0.45101, 2.20517], [0.81002, -1.65379, 0.27332], [-0.97228, 1.47282, 0.63132]],
  "de_lowest_ev": 6.507,
  "max_force_ev_per_a": 4.59,
  "energy_ha": -7984.4492,
  "homo_energy_ev": -16.35,
  "lumo_ev": -10.47,
  "charge": 6
}